DFT (the ωB97M-V functional and the def2-TZVPD basis) results for a 11-piece molecular cluster, C40H80O17S2 overall.

* HOMO-LUMO gap: 9.3562 eV
* LUMO: -0.04 eV
* electronic energy: -3647.08977 a.u.
* total charge: 0
* HOMO: -0.34531 Eh
* energy above the lowest of the compared OMol25 structures with the same formula, charge and spin: 153.75 kcal/mol

Geometry as XYZ:
```
139
Properties=species:S:1:pos:R:3:mulliken_charge:R:1
O -5.77 2.15 -6.07 -0.545
S -5.43 1.00 -5.21 1.090
O -4.01 0.84 -4.79 -0.476
O -6.44 0.92 -3.95 -0.314
C -7.70 0.30 -4.21 -0.165
C -7.56 -0.42 -5.59 -0.273
O -6.14 -0.30 -5.80 -0.337
H -7.95 -0.41 -3.42 0.236
H -8.46 1.07 -4.34 0.257
H -8.05 0.11 -6.40 0.264
H -7.81 -1.48 -5.51 0.262
O 0.69 9.29 0.51 -0.488
S 1.55 8.62 1.46 1.084
O 2.97 9.02 1.52 -0.520
O 0.88 8.63 3.07 -0.364
C 1.17 7.49 3.82 -0.156
C 1.83 6.54 2.81 -0.534
O 1.52 6.93 1.49 -0.282
H 1.97 7.66 4.54 0.228
H 0.31 7.03 4.32 0.311
H 1.69 5.49 3.06 0.372
H 2.89 6.77 2.93 0.348
C -7.23 -1.95 0.62 -0.394
C -8.66 -2.15 1.13 -0.516
C -8.43 -3.25 2.17 -0.435
O -7.15 -2.91 2.77 -0.418
C -6.36 -2.06 1.89 -0.368
H -7.01 -0.98 0.18 0.310
H -6.89 -2.72 -0.07 0.265
H -9.31 -2.52 0.33 0.300
H -9.15 -1.26 1.54 0.284
H -8.45 -4.24 1.71 0.243
H -9.16 -3.39 2.97 0.292
H -5.38 -2.43 1.61 0.236
H -6.30 -1.21 2.57 0.201
C -0.60 -7.28 -1.04 -0.456
C -0.71 -5.85 -0.34 -0.432
C 0.67 -5.65 0.33 -0.253
O 1.30 -6.97 0.26 -0.474
C 0.29 -8.03 -0.10 -0.436
H -0.21 -7.18 -2.05 0.206
H -1.56 -7.77 -1.22 0.338
H -1.50 -5.83 0.41 0.265
H -0.88 -5.01 -1.02 0.296
H 0.71 -5.49 1.41 0.203
H 1.34 -4.91 -0.09 0.191
H -0.09 -8.51 0.80 0.231
H 0.69 -9.00 -0.37 0.322
C 0.54 0.06 -0.80 -0.585
C 1.98 0.33 -0.50 -0.441
C 1.83 1.50 0.49 -0.518
O 0.74 1.23 1.25 -0.405
C -0.30 0.61 0.42 -0.315
H 0.49 -1.02 -0.92 0.210
H 0.25 0.31 -1.82 0.345
H 2.67 0.24 -1.34 0.455
H 2.14 -0.52 0.16 0.207
H 1.65 2.50 0.08 0.251
H 2.75 1.63 1.07 0.315
H -0.96 1.43 0.14 0.268
H -0.74 -0.18 1.02 0.213
C 1.34 4.21 -4.06 -0.336
C 1.12 3.84 -5.54 -0.490
C 0.86 5.06 -6.34 -0.462
O 0.54 6.00 -5.39 -0.416
C 1.34 5.72 -4.26 -0.474
H 2.28 3.82 -3.67 0.264
H 0.52 3.74 -3.52 0.196
H 0.36 3.06 -5.57 0.254
H 1.97 3.33 -5.98 0.266
H 0.17 4.93 -7.18 0.295
H 1.74 5.51 -6.80 0.287
H 0.98 6.27 -3.38 0.326
H 2.38 6.02 -4.32 0.291
C -0.37 -1.72 5.60 -0.297
C -1.44 -0.81 6.18 -0.584
C -2.72 -1.57 5.97 -0.318
O -2.35 -2.91 6.23 -0.406
C -0.97 -3.08 5.89 -0.439
H 0.62 -1.67 6.04 0.295
H -0.39 -1.44 4.54 0.124
H -1.57 0.15 5.67 0.344
H -1.50 -0.60 7.25 0.241
H -3.00 -1.45 4.92 0.135
H -3.66 -1.27 6.41 0.359
H -0.80 -3.77 5.06 0.250
H -0.47 -3.44 6.79 0.297
C 6.33 0.55 5.51 -0.476
C 5.82 -0.46 4.56 -0.578
C 6.83 -0.45 3.44 -0.273
O 7.43 0.86 3.55 -0.396
C 6.72 1.59 4.49 -0.403
H 7.20 0.19 6.05 0.255
H 5.64 0.96 6.24 0.325
H 4.85 -0.20 4.13 0.210
H 5.72 -1.38 5.13 0.330
H 6.29 -0.60 2.51 0.219
H 7.50 -1.28 3.65 0.274
H 5.90 2.04 3.94 0.222
H 7.38 2.37 4.88 0.291
C 8.79 -1.65 -1.73 -0.575
C 8.69 -3.15 -2.02 -0.600
C 7.49 -3.47 -1.15 -0.436
O 6.59 -2.45 -1.51 -0.329
C 7.37 -1.26 -1.81 -0.376
H 9.48 -1.21 -2.46 0.331
H 9.11 -1.65 -0.69 0.241
H 9.62 -3.62 -1.70 0.325
H 8.58 -3.31 -3.10 0.311
H 7.74 -3.54 -0.09 0.249
H 7.11 -4.47 -1.36 0.314
H 7.22 -0.47 -1.08 0.250
H 7.21 -0.84 -2.80 0.294
C 1.80 -3.13 -6.29 -0.542
C 1.34 -4.51 -6.47 -0.458
C 2.55 -5.32 -6.52 -0.363
O 3.64 -4.51 -6.04 -0.419
C 3.16 -3.31 -5.48 -0.413
H 1.03 -2.45 -5.93 0.386
H 2.00 -2.65 -7.24 0.234
H 0.80 -4.54 -7.42 0.244
H 0.56 -4.84 -5.79 0.300
H 2.81 -5.78 -7.47 0.294
H 2.35 -6.18 -5.87 0.226
H 3.90 -2.52 -5.60 0.293
H 2.98 -3.30 -4.40 0.219
C -4.73 4.19 3.09 -0.367
C -5.12 5.43 2.36 -0.457
C -6.36 5.87 3.19 -0.461
O -5.97 5.69 4.54 -0.401
C -5.15 4.55 4.54 -0.450
H -3.64 4.09 3.04 0.240
H -5.18 3.26 2.75 0.225
H -5.57 5.24 1.38 0.278
H -4.28 6.12 2.31 0.260
H -7.28 5.31 2.97 0.270
H -6.58 6.94 3.13 0.313
H -5.54 3.69 5.08 0.287
H -4.23 4.80 5.07 0.264
```

***

DFT (the ωB97M-V functional and the def2-TZVPD basis) results for a 8-piece molecular cluster, C40H81IN2O31S7 overall.

* HOMO-LUMO gap: 8.8446 eV
* LUMO: -0.04 eV
* electronic energy: -7099.41893 a.u.
* total charge: 0
* HOMO: -0.32663 Eh

Geometry as XYZ:
```
162
Properties=species:S:1:pos:R:3:mulliken_charge:R:1
H -7.61 3.99 -1.42 0.335
N -7.66 4.34 -2.37 -0.888
C -8.07 3.43 -3.15 0.400
C -8.18 3.71 -4.63 -1.299
C -8.44 2.00 -2.71 -0.842
C -7.14 1.27 -2.32 0.071
O -6.53 1.78 -1.14 -0.310
C -7.34 1.78 0.01 0.005
C -6.43 1.76 1.25 -0.915
N -5.49 0.65 1.27 -0.308
C -7.23 -0.29 -2.25 0.938
C -8.55 -0.92 -2.65 -0.466
C -9.68 -0.83 -1.60 -0.417
C -11.05 -0.88 -2.31 -1.370
I -11.27 -2.65 -3.54 -0.012
O -6.26 -0.83 -3.15 -0.535
C -4.96 -0.77 -2.61 0.778
C -3.94 -0.64 -3.75 -1.213
C -2.55 -0.19 -3.18 -0.275
C -1.54 -1.36 -2.99 -0.269
C -0.28 -1.24 -3.89 -1.094
C 0.97 -1.81 -3.18 -0.968
C 1.90 -0.67 -2.65 -0.284
C 3.28 -0.60 -3.36 -0.932
C 4.28 0.13 -2.42 0.045
C 5.33 0.87 -3.24 -0.827
C 6.33 1.75 -2.44 -0.404
C 5.84 2.24 -1.06 -0.663
C 6.15 1.24 0.09 -0.605
C -4.68 -2.05 -1.74 -0.613
O -5.78 -2.93 -1.68 -0.412
C -5.78 -3.84 -2.78 -0.058
C -7.08 -4.65 -2.70 -1.178
H -9.21 3.56 -4.95 0.311
H -7.81 4.71 -4.87 0.398
H -7.58 3.00 -5.21 0.307
H -8.92 1.55 -3.58 0.536
H -9.19 2.04 -1.91 0.244
H -6.43 1.48 -3.13 0.276
H -8.00 0.90 0.09 -0.104
H -7.99 2.67 0.11 0.502
H -5.90 2.71 1.36 0.311
H -7.09 1.63 2.12 0.226
H -5.15 0.41 0.35 0.105
H -5.85 -0.16 1.75 0.281
H -6.96 -0.63 -1.24 0.219
H -8.93 -0.58 -3.62 0.598
H -8.35 -1.99 -2.79 -0.166
H -9.69 0.12 -1.05 0.191
H -9.65 -1.71 -0.95 0.419
H -11.18 -0.01 -2.95 0.415
H -11.88 -0.93 -1.60 0.586
H -4.79 0.11 -1.97 0.076
H -4.24 0.13 -4.47 0.207
H -3.78 -1.59 -4.27 0.367
H -2.71 0.32 -2.22 -0.203
H -2.09 0.54 -3.85 0.694
H -1.28 -1.40 -1.93 0.054
H -2.00 -2.33 -3.21 0.394
H -0.14 -0.20 -4.21 0.592
H -0.46 -1.88 -4.77 0.260
H 1.57 -2.45 -3.84 0.642
H 0.67 -2.39 -2.30 0.343
H 2.12 -0.87 -1.59 0.286
H 1.39 0.30 -2.71 0.138
H 3.16 0.06 -4.23 0.175
H 3.61 -1.60 -3.64 0.546
H 3.67 0.80 -1.79 0.308
H 4.72 -0.61 -1.75 -0.010
H 5.91 0.10 -3.76 0.153
H 4.81 1.46 -4.01 0.415
H 6.54 2.66 -3.02 0.312
H 7.30 1.25 -2.33 0.229
H 6.37 3.17 -0.82 0.421
H 4.78 2.50 -1.07 0.258
H 5.36 0.50 0.13 0.256
H 6.15 1.79 1.03 0.388
H 7.11 0.76 -0.11 -0.049
H -3.81 -2.58 -2.16 0.440
H -4.45 -1.73 -0.72 0.057
H -4.87 -4.46 -2.76 0.424
H -5.79 -3.24 -3.70 0.195
H -6.92 -5.68 -3.02 0.374
H -7.42 -4.60 -1.66 0.245
H -7.84 -4.15 -3.30 0.173
O -0.34 -0.44 2.31 -0.601
S -0.32 -0.12 0.92 1.011
O -0.04 -1.09 -0.07 -0.572
O 0.64 1.14 0.72 -0.304
C -0.08 2.22 0.09 -0.334
C -1.51 2.02 0.54 -0.167
O -1.70 0.60 0.53 -0.185
H 0.02 2.12 -0.99 0.189
H 0.32 3.18 0.41 0.381
H -2.22 2.50 -0.13 0.331
H -1.67 2.38 1.56 0.159
O -2.79 4.14 3.82 -0.480
S -2.14 4.20 5.08 1.125
O -2.06 5.39 5.85 -0.638
O -0.66 3.61 4.89 -0.325
C -0.45 2.50 5.77 -0.393
C -1.83 1.89 5.95 -0.273
O -2.71 3.02 6.00 -0.259
H -0.06 2.87 6.72 0.280
H 0.26 1.80 5.33 0.355
H -1.91 1.29 6.85 0.330
H -2.11 1.28 5.08 0.273
O -9.43 -1.18 4.58 -0.573
S -8.28 -0.36 4.69 1.004
O -7.26 -0.36 3.71 -0.397
O -7.63 -0.60 6.14 -0.328
C -7.55 0.64 6.86 -0.207
C -8.70 1.47 6.33 -0.364
O -8.74 1.16 4.93 -0.314
H -6.59 1.11 6.63 0.197
H -7.62 0.46 7.92 0.315
H -8.56 2.53 6.48 0.322
H -9.65 1.16 6.77 0.296
O 7.20 -1.56 1.12 -0.571
S 7.55 -2.03 -0.17 1.125
O 6.61 -2.16 -1.22 -0.517
O 8.34 -3.41 0.00 -0.340
C 9.65 -3.32 -0.59 -0.242
C 10.02 -1.86 -0.48 -0.208
O 8.78 -1.15 -0.72 -0.352
H 9.58 -3.63 -1.64 0.232
H 10.35 -3.96 -0.07 0.327
H 10.77 -1.56 -1.19 0.278
H 10.35 -1.61 0.54 0.257
O -3.34 5.79 11.86 -0.534
S -4.14 4.99 11.00 1.103
O -4.88 3.88 11.48 -0.548
O -3.23 4.52 9.76 -0.301
C -3.82 4.96 8.53 0.140
C -4.58 6.22 8.88 -0.297
O -5.13 5.94 10.18 -0.321
H -4.50 4.18 8.18 0.132
H -3.06 5.13 7.78 -0.006
H -5.37 6.45 8.17 0.318
H -3.91 7.08 8.97 0.317
O 12.21 -2.95 -1.81 -0.541
S 13.02 -3.50 -2.85 1.022
O 14.21 -4.21 -2.56 -0.472
O 13.34 -2.34 -3.90 -0.323
C 12.88 -2.71 -5.21 -0.318
C 11.70 -3.63 -4.95 -0.346
O 12.09 -4.39 -3.80 -0.324
H 13.69 -3.24 -5.72 0.276
H 12.60 -1.83 -5.78 0.316
H 11.48 -4.28 -5.79 0.335
H 10.80 -3.06 -4.69 0.265
O 15.95 -3.80 -1.32 -0.419
S 16.59 -4.74 -0.47 1.162
O 16.22 -6.11 -0.46 -0.563
O 16.55 -4.17 1.03 -0.321
C 17.88 -4.07 1.55 -0.318
C 18.75 -3.83 0.34 -0.352
O 18.18 -4.65 -0.68 -0.323
H 18.13 -5.01 2.04 0.284
H 17.94 -3.26 2.27 0.301
H 19.79 -4.10 0.51 0.308
H 18.70 -2.79 0.01 0.276
```

***

DFT (the ωB97M-V functional and the def2-TZVPD basis) results for a 6-piece molecular cluster, C40H82N4O8 overall.

* HOMO-LUMO gap: 4.6100 eV
* LUMO: 3.40 eV
* electronic energy: -2394.05444 a.u.
* total charge: -2
* HOMO: -0.04435 Eh
* energy above the lowest of the compared OMol25 structures with the same formula, charge and spin: 0.00 kcal/mol

Geometry as XYZ:
```
134
Properties=species:S:1:pos:R:3:mulliken_charge:R:1
C 16.62 9.53 -19.29 0.014
C 17.87 9.38 -20.19 0.605
O 18.11 8.26 -20.68 -0.710
O 18.60 10.41 -20.24 -0.718
H 16.65 8.90 -18.41 -0.194
H 15.78 9.44 -19.99 0.199
H 16.59 10.57 -18.96 -0.289
C 20.33 7.71 -17.61 -0.491
C 20.99 6.61 -18.44 0.622
O 21.59 5.71 -17.77 -0.820
O 20.82 6.66 -19.67 -0.620
H 19.46 8.15 -18.11 -0.233
H 21.06 8.53 -17.52 0.386
H 20.06 7.47 -16.58 0.256
C 16.34 3.63 -21.15 -2.101
C 15.98 4.54 -19.98 2.089
C 14.77 3.87 -19.30 -1.281
C 14.49 4.39 -17.89 -0.528
C 15.75 4.19 -17.05 -1.514
C 16.98 4.90 -17.62 2.085
N 17.09 4.48 -19.03 0.071
O 18.23 5.09 -19.62 -0.406
C 16.82 6.40 -17.33 -1.402
C 18.20 4.37 -16.89 -1.967
C 15.61 5.94 -20.47 -1.602
H 16.39 2.57 -20.87 0.429
H 17.37 3.79 -21.46 0.394
H 15.71 3.79 -22.03 0.380
H 13.87 4.13 -19.89 0.384
H 14.80 2.78 -19.28 0.323
H 13.63 3.89 -17.43 0.425
H 14.26 5.46 -17.92 0.241
H 15.88 3.11 -16.92 0.385
H 15.57 4.52 -16.02 0.442
H 17.77 6.92 -17.52 -0.005
H 15.99 6.91 -17.78 0.315
H 16.87 6.53 -16.24 0.476
H 18.20 4.74 -15.85 0.361
H 18.16 3.28 -16.84 0.421
H 19.16 4.73 -17.28 0.250
H 14.64 6.01 -20.95 0.386
H 16.37 6.35 -21.15 0.469
H 15.61 6.64 -19.64 0.183
H 18.10 6.06 -19.55 0.276
C 18.03 11.68 -23.10 -2.204
C 18.22 11.54 -24.60 1.945
C 18.75 12.88 -25.11 -1.004
C 19.27 12.76 -26.53 -0.959
C 20.33 11.67 -26.70 -1.233
C 19.91 10.29 -26.14 1.930
N 19.16 10.47 -24.90 0.234
O 18.69 9.22 -24.47 -0.315
C 19.10 9.63 -27.27 -2.082
C 21.15 9.45 -25.89 -1.986
C 16.83 11.27 -25.21 -1.865
H 17.26 12.42 -22.84 0.340
H 18.89 11.93 -22.48 0.530
H 17.64 10.74 -22.70 0.232
H 17.92 13.59 -25.18 0.427
H 19.55 13.33 -24.52 0.386
H 19.61 13.70 -26.99 0.402
H 18.47 12.45 -27.22 0.282
H 21.31 12.04 -26.39 0.406
H 20.40 11.54 -27.79 0.450
H 18.33 10.25 -27.73 0.354
H 19.84 9.39 -28.05 0.525
H 18.73 8.63 -27.01 0.444
H 20.95 8.38 -25.97 0.344
H 21.91 9.70 -26.63 0.428
H 21.59 9.54 -24.90 0.434
H 16.38 10.43 -24.65 0.469
H 16.85 10.89 -26.23 0.329
H 16.13 12.09 -25.05 0.399
H 17.94 9.00 -25.04 0.310
C 13.15 14.16 -15.70 -1.899
C 12.87 13.78 -17.16 1.894
C 14.13 13.05 -17.66 -0.149
C 13.92 12.36 -18.99 0.641
C 12.69 11.44 -18.96 -1.600
C 11.43 12.16 -18.47 1.566
N 11.72 12.91 -17.27 0.448
O 10.56 13.47 -16.69 -0.547
C 10.76 12.92 -19.64 -1.658
C 10.46 11.02 -18.07 -2.008
C 12.75 15.12 -17.90 -0.672
H 14.00 14.83 -15.65 0.183
H 13.35 13.24 -15.13 0.496
H 12.27 14.59 -15.22 0.494
H 15.00 13.68 -17.83 -0.788
H 14.35 12.30 -16.90 0.556
H 14.74 11.69 -19.26 -0.397
H 13.87 13.05 -19.84 0.006
H 12.91 10.76 -18.12 0.371
H 12.57 10.92 -19.91 0.522
H 10.61 12.32 -20.53 0.414
H 9.97 13.62 -19.41 0.350
H 11.54 13.63 -19.94 0.333
H 10.38 10.33 -18.91 0.411
H 10.87 10.39 -17.28 0.443
H 9.49 11.37 -17.70 0.389
H 12.61 15.04 -18.98 0.190
H 13.64 15.73 -17.77 -0.653
H 11.94 15.75 -17.51 0.388
H 10.50 13.04 -15.83 0.347
C 17.36 13.44 -19.63 -1.052
C 17.45 14.99 -19.68 2.550
C 16.44 15.44 -20.74 -0.929
C 16.09 16.93 -20.59 -1.065
C 15.63 17.21 -19.18 -0.207
C 16.64 16.87 -18.09 1.234
N 17.10 15.52 -18.36 0.803
O 17.98 15.07 -17.34 -0.580
C 17.79 17.89 -18.05 -1.878
C 15.93 16.95 -16.73 -1.567
C 18.86 15.46 -20.07 -1.898
H 16.83 13.16 -18.71 -0.493
H 18.36 13.06 -19.41 0.265
H 16.88 12.95 -20.46 -0.071
H 16.86 15.24 -21.72 0.495
H 15.48 14.93 -20.62 0.016
H 15.41 17.26 -21.38 0.410
H 17.02 17.48 -20.80 0.360
H 14.68 16.74 -18.93 -0.426
H 15.36 18.28 -19.13 0.429
H 18.62 17.43 -17.51 0.365
H 18.24 18.02 -19.04 0.349
H 17.57 18.89 -17.67 0.412
H 14.89 16.62 -16.69 0.155
H 16.49 16.34 -16.02 0.372
H 15.91 18.00 -16.42 0.389
H 18.81 16.44 -20.55 0.357
H 19.37 14.77 -20.75 0.440
H 19.51 15.60 -19.21 0.359
H 17.66 14.17 -17.19 0.400
```

***

Let's list max |F| in order: 0.08582; 0.03632; 0.05116 Eh/bohr.